Molecular formula: C3H6NO2
Method: DFT, ωB97M-V/def2-TZVPD

Atoms and positions in Å:
C 1.63 -0.49 0.78
N 0.03 -0.37 0.67
C -0.44 0.68 -0.28
C -1.84 0.25 -1.00
O -2.27 1.31 -1.41
O -2.21 -0.90 -1.09
H 2.08 -0.64 -0.21
H 1.67 -1.37 1.46
H 2.16 0.41 1.12
H -0.38 -1.36 0.58
H 0.25 1.06 -1.04
H -0.68 1.42 0.41

## Properties
- E_LUMO (Ha) = 0.148
- frontier orbital gap (hartree) = 0.27898
- SMILES string = CNCC(=O)[O-]
- HOMO energy (eV) = -3.5728
- E (Eh) = -323.15478
- net charge = -1
- 2S+1 = 1


Molecular formula: C3H6NO2
Method: DFT, ωB97M-V/def2-TZVPD

Atoms and positions in Å:
C 0.20 -0.57 2.82
C 0.38 -0.06 1.59
N -0.12 -0.59 0.43
H -0.34 -1.50 2.93
H 0.50 -0.09 3.74
H 1.02 0.81 1.45
H -0.78 -1.30 0.68
H -0.13 -0.03 -0.42
O -0.53 0.92 -2.11
C -0.17 0.87 -3.32
O 0.41 1.67 -4.04
H -0.44 -0.13 -3.75

## Properties
- E_LUMO (Ha) = 0.142
- frontier orbital gap (hartree) = 0.29624
- HOMO energy (eV) = -4.1957
- E (Eh) = -323.18511
- net charge = -1
- 2S+1 = 1


Molecular formula: C3H6NO2
Method: DFT, ωB97M-V/def2-TZVPD

Atoms and positions in Å:
O 0.61 2.68 0.47
C 0.26 1.56 0.04
N -0.31 0.58 0.76
C -1.09 -2.04 0.73
O -1.99 -2.33 1.55
C 1.02 1.07 -1.23
H -0.74 -0.04 1.56
H -0.04 -2.17 1.03
H -1.35 -1.73 -0.30
H 1.68 0.22 -0.98
H 0.40 0.38 -1.83
H 1.54 1.83 -1.79

## Properties
- E_LUMO (Ha) = 0.145
- frontier orbital gap (hartree) = 0.25530
- HOMO energy (eV) = -3.0126
- E (Eh) = -323.07921
- net charge = -1
- 2S+1 = 1


Molecular formula: C3H6NO2
Method: DFT, ωB97M-V/def2-TZVPD

Atoms and positions in Å:
C 0.83 2.26 -1.31
C -0.14 1.63 -0.59
C -1.23 -1.68 0.76
N -0.59 0.43 -0.80
O -0.88 -0.50 -1.46
O -0.88 -0.53 1.19
H 1.23 3.19 -0.96
H 1.30 1.80 -2.17
H -0.47 2.05 0.36
H -2.27 -2.00 0.96
H -0.50 -2.51 0.88
H -1.26 -1.57 -0.46

## Properties
- E_LUMO (alpha / beta) (Ha) = -0.282 / -0.282
- frontier orbital gap (alpha / beta) (hartree) = 0.26967 / 0.26920
- HOMO energy (alpha / beta) (eV) = -15.0005 / -14.9932
- E (Eh) = -322.59536
- net charge = +1
- 2S+1 = 1


Molecular formula: C3H6NO2
Method: DFT, ωB97M-V/def2-TZVPD

Atoms and positions in Å:
C -1.26 -0.76 -0.31
C 0.79 0.06 0.25
C -0.27 1.08 0.56
N 0.27 -1.05 -0.12
O 1.90 0.57 0.12
O -1.41 0.32 0.64
H -1.76 -1.51 0.21
H -1.57 -0.39 -1.42
H 0.09 1.65 1.49
H -0.09 1.65 -0.34
H 0.59 -1.78 -0.77
H 2.71 0.16 -0.31

## Properties
- E_LUMO (Ha) = -0.153
- frontier orbital gap (hartree) = 0.41983
- SMILES string = OC1=[NH+]COC1
- HOMO energy (eV) = -15.5990
- E (Eh) = -322.82069
- net charge = +1
- 2S+1 = 1


Molecular formula: C3H6NO2
Method: DFT, ωB97M-V/def2-TZVPD

Atoms and positions in Å:
C 0.87 0.30 0.64
C 0.01 0.75 -0.47
C -0.15 -0.31 -1.52
N -0.39 0.25 0.89
O 2.11 0.01 1.41
O -1.41 -0.31 1.69
H -0.19 1.84 -0.59
H 0.75 -0.40 -2.09
H -0.99 -0.04 -2.22
H -0.27 -1.33 -1.03
H 1.78 -0.33 2.31
H -2.12 -0.41 0.99

## Properties
- E_LUMO (Ha) = -0.181
- frontier orbital gap (hartree) = 0.41398
- SMILES string = C[C@@H]1C(O)=[N+]1O
- HOMO energy (eV) = -16.1783
- E (Eh) = -322.69301
- net charge = +1
- 2S+1 = 1


Molecular formula: C3H6NO2
Method: DFT, ωB97M-V/def2-TZVPD

Atoms and positions in Å:
C 1.25 0.48 0.39
C 1.46 -0.34 -0.64
C -0.96 -0.44 0.04
N -0.21 0.62 0.69
O 0.47 -0.98 -1.16
O -1.97 0.01 -0.66
H 1.94 1.07 0.96
H 2.44 -0.52 -1.05
H -1.00 -1.40 0.56
H -0.35 0.66 1.71
H -0.55 1.51 0.28
H -2.49 -0.67 -1.12

## Properties
- E_LUMO (Ha) = -0.159
- frontier orbital gap (hartree) = 0.34536
- HOMO energy (eV) = -13.7356
- E (Eh) = -322.80081
- net charge = +1
- 2S+1 = 1


Molecular formula: C3H6NO2S
Method: DFT, ωB97M-V/def2-TZVPD

Atoms and positions in Å:
C -1.70 -0.46 0.05
C -0.38 -1.24 0.10
C 0.53 0.92 0.37
N 0.70 -0.34 -0.35
O -2.78 -0.89 -0.11
O 1.42 1.79 -0.28
S -1.32 1.27 0.13
H -0.04 -1.55 1.02
H -0.60 -2.22 -0.36
H 0.75 0.80 1.50
H 1.66 -0.67 -0.55
H 0.50 -0.14 -1.40
H 1.27 2.73 -0.11

## Properties
- E_LUMO (Ha) = -0.142
- frontier orbital gap (hartree) = 0.40305
- SMILES string = O=C1C[NH2+][C@@H](O)S1
- HOMO energy (eV) = -14.8212
- E (Eh) = -721.03055
- net charge = +1
- 2S+1 = 1


Molecular formula: C3H6NO3S
Method: DFT, ωB97M-V/def2-TZVPD

Atoms and positions in Å:
C 0.18 1.63 0.28
C 0.29 -1.67 -0.88
C -0.52 -0.66 -0.05
N 0.28 0.36 0.59
O 0.78 2.52 1.15
O -0.25 2.00 -0.84
O -1.45 -0.15 -0.86
S 0.70 0.05 2.28
H 0.58 -2.55 -0.28
H 1.05 -1.00 -1.28
H -0.55 -1.97 -1.53
H -1.00 -1.23 0.78
H -1.04 0.80 -1.22
H 0.96 1.86 1.86

## Properties
- E_LUMO (Ha) = 0.137
- frontier orbital gap (hartree) = 0.26536
- SMILES string = C[C@H](O)N([S-])C(=O)O
- HOMO energy (eV) = -3.4989
- E (Eh) = -796.62849
- net charge = -1
- 2S+1 = 1


Molecular formula: C3H6NOP
Method: DFT, ωB97M-V/def2-TZVPD

Atoms and positions in Å:
C -0.70 -0.85 0.33
C 1.41 0.46 0.02
C 0.04 0.08 -0.30
N -2.37 1.37 0.13
O -1.95 -1.18 -0.09
P -3.05 0.11 -0.06
H -0.37 -1.35 1.29
H 1.59 -0.23 0.79
H 1.63 1.43 0.48
H 1.86 0.36 -0.96
H -0.34 0.56 -1.22
H -4.01 -0.80 -0.44

## Properties
- E_LUMO (Ha) = -0.009
- frontier orbital gap (hartree) = 0.31633
- SMILES string = C/C=C/O[PH]#N
- HOMO energy (eV) = -8.8522
- E (Eh) = -589.10648
- net charge = 0
- 2S+1 = 1


Molecular formula: C3H6NOP
Method: DFT, ωB97M-V/def2-TZVPD

Atoms and positions in Å:
C -0.64 -0.48 0.70
C 1.29 0.54 -0.97
C 0.45 0.82 0.29
N -0.19 -1.63 0.74
O -3.13 -1.25 0.81
P -2.42 0.07 0.91
H 1.79 -0.41 -1.01
H 0.67 0.61 -1.99
H 2.08 1.37 -1.25
H -0.32 1.64 0.20
H 1.19 1.18 1.08
H -0.75 -2.47 0.49

## Properties
- E_LUMO (Ha) = -0.056
- frontier orbital gap (hartree) = 0.26669
- SMILES string = [H]/N=C(/CC)P=O
- HOMO energy (eV) = -8.7858
- E (Eh) = -589.17551
- net charge = 0
- 2S+1 = 1


Molecular formula: C3H6NOP
Method: DFT, ωB97M-V/def2-TZVPD

Atoms and positions in Å:
C 1.41 -0.25 -0.54
C 0.28 -0.02 -1.56
C -0.48 -0.33 0.51
N 0.98 -0.50 0.60
O -0.90 0.00 -0.84
P -0.82 1.20 1.55
H 2.56 -0.16 -0.87
H 0.38 0.68 -2.34
H 0.32 -1.06 -2.05
H -1.07 -1.34 0.76
H -0.45 0.80 3.02
H -2.19 0.98 1.75

## Properties
- E_LUMO (Ha) = 0.034
- frontier orbital gap (hartree) = 0.37733
- SMILES string = P[C@@H]1N=CCO1
- HOMO energy (eV) = -9.3314
- E (Eh) = -589.16768
- net charge = 0
- 2S+1 = 1


Molecular formula: C3H6NPS
Method: DFT, ωB97M-V/def2-TZVPD

Atoms and positions in Å:
C -2.30 -0.53 -0.51
C -1.36 0.59 0.12
C 1.22 -0.22 0.14
N -1.96 -1.68 -0.76
P 2.95 -0.44 -0.40
S 0.24 0.89 -0.64
H -3.38 -0.30 -0.35
H -1.93 1.48 0.20
H -1.11 0.26 1.06
H 0.82 -0.48 1.11
H 3.57 -0.47 0.75
H 3.24 0.90 -0.73

## Properties
- E_LUMO (alpha / beta) (Ha) = 0.002 / -0.021
- frontier orbital gap (alpha / beta) (hartree) = 0.33807 / 0.24033
- HOMO energy (alpha / beta) (eV) = -9.1433 / -7.1166
- E (Eh) = -912.03754
- net charge = 0
- 2S+1 = 1


Molecular formula: C3H6NaO2
Method: DFT, ωB97M-V/def2-TZVPD

Atoms and positions in Å:
O 0.97 1.07 2.13
Na 1.74 3.12 2.97
H 0.57 1.17 1.25
C 0.58 -0.79 2.22
C -0.22 -1.44 3.08
H 1.71 0.02 2.59
H 0.85 -1.19 1.24
O -2.00 -1.77 4.67
C -0.89 -1.00 4.28
H -0.06 -1.06 5.03
H -1.81 -2.70 4.51
H -1.20 0.06 4.25

## Properties
- E_LUMO (alpha / beta) (Ha) = -0.184 / -0.184
- frontier orbital gap (alpha / beta) (hartree) = 0.28539 / 0.28541
- HOMO energy (alpha / beta) (eV) = -12.7764 / -12.7772
- E (Eh) = -430.25320
- net charge = +1
- 2S+1 = 1


Molecular formula: C3H6O
Method: DFT, ωB97M-V/def2-TZVPD

Atoms and positions in Å:
C 0.01 -1.87 -0.27
C 0.11 -0.38 -0.47
C -0.13 0.50 0.49
O 0.03 1.85 0.38
H 0.48 -2.21 0.65
H -1.04 -2.20 -0.21
H 0.41 -2.38 -1.15
H 0.44 -0.05 -1.45
H -0.39 0.27 1.51
H 0.12 2.12 -0.54

## Properties
- E_LUMO (Ha) = 0.039
- frontier orbital gap (hartree) = 0.35835
- SMILES string = C/C=C/O
- HOMO energy (eV) = -8.6889
- E (Eh) = -193.11248
- net charge = 0
- 2S+1 = 1


Molecular formula: C3H6O
Method: DFT, ωB97M-V/def2-TZVPD

Atoms and positions in Å:
C 0.29 0.81 -0.16
C 1.23 -0.38 -0.05
O 0.24 -1.16 -0.78
C -0.65 -0.17 -0.87
H 0.61 1.63 -0.81
H -0.10 1.23 0.77
H 2.18 -0.34 -0.60
H 1.38 -0.80 0.95
H -2.46 -0.39 0.39
H -2.72 -0.42 1.15

## Properties
- E_LUMO (Ha) = 0.034
- frontier orbital gap (hartree) = 0.35391
- HOMO energy (eV) = -8.6940
- E (Eh) = -192.97696
- net charge = 0
- 2S+1 = 1


Molecular formula: C3H6O
Method: DFT, ωB97M-V/def2-TZVPD

Atoms and positions in Å:
C 1.19 -0.49 0.09
C 0.06 0.01 -0.64
O -0.06 -0.02 -1.86
C -1.08 0.31 0.31
H 1.70 -1.39 -0.31
H 0.99 0.95 -0.28
H 1.31 -0.34 1.16
H -1.71 1.06 -0.15
H -1.59 -0.66 0.34
H -0.80 0.58 1.34

## Properties
- E_LUMO (Ha) = 0.000
- frontier orbital gap (hartree) = 0.34043
- HOMO energy (eV) = -9.2536
- E (Eh) = -193.02111
- net charge = 0
- 2S+1 = 1


Molecular formula: C3H6O
Method: DFT, ωB97M-V/def2-TZVPD

Atoms and positions in Å:
C -0.96 0.41 0.34
C 0.36 0.94 -0.25
C -0.15 -0.97 0.37
H -1.41 0.84 1.32
H -1.82 0.40 -0.42
H 0.26 1.50 -1.22
H 1.00 1.52 0.46
H 0.15 -1.20 1.43
H -0.56 -1.88 -0.05
O 0.86 -0.44 -0.53

## Properties
- E_LUMO (Ha) = 0.043
- frontier orbital gap (hartree) = 0.40046
- SMILES string = C1COC1
- HOMO energy (eV) = -9.7155
- E (Eh) = -193.08059
- net charge = 0
- 2S+1 = 1


Molecular formula: C3H6O
Method: DFT, ωB97M-V/def2-TZVPD

Atoms and positions in Å:
C -0.88 1.82 -0.80
C -0.86 0.59 -0.31
H -1.14 2.71 -0.23
H -0.58 2.02 -1.82
H -0.80 0.42 0.75
H -0.85 -0.21 -1.04
O 2.00 -1.31 1.65
C 1.24 -1.85 0.88
H 1.23 -2.93 0.74
H 0.64 -1.25 0.18

## Properties
- E_LUMO (Ha) = 0.032
- frontier orbital gap (hartree) = 0.39910
- SMILES string = C=C.C=O
- HOMO energy (eV) = -9.9826
- E (Eh) = -193.06444
- net charge = 0
- 2S+1 = 1


Molecular formula: C3H6O
Method: DFT, ωB97M-V/def2-TZVPD

Atoms and positions in Å:
O -0.96 -1.09 0.52
C 0.22 -0.87 0.47
C 0.84 0.34 -0.20
C -0.15 1.36 -0.68
H 0.91 -1.62 0.87
H 1.27 -0.09 -1.13
H 1.66 0.70 0.41
H -0.85 0.88 -1.38
H 0.28 2.23 -1.18
H -0.75 1.74 0.15

## Properties
- E_LUMO (Ha) = 0.038
- frontier orbital gap (hartree) = 0.39982
- SMILES string = CCC=O
- HOMO energy (eV) = -9.8534
- E (Eh) = -193.12852
- net charge = 0
- 2S+1 = 1